Run i
Molecular formula: C4H12NO
Method: DFT, wB97M-V/def2-TZVPD

Calculated values
LUMO energy: -0.127 hartree
molar mass: 90.15 g/mol
HOMO: -14.8 eV
total charge: +1

```
18
C4H12NO wB97M-V/def2-TZVPD
C -1.960 -0.965 1.604
O -1.517 -2.002 0.695
H -2.778 -0.348 1.149
H -2.387 -1.415 2.544
H -1.127 -0.287 1.827
H -1.043 -2.634 1.251
C 2.417 0.999 -0.595
C 0.923 0.951 -0.679
C 0.095 1.952 -0.781
N 0.343 -0.372 -0.668
H 2.696 2.062 -0.420
H 2.700 0.470 0.300
H 2.961 0.559 -1.436
H -1.020 1.847 -0.669
H 0.474 2.978 -0.904
H 0.478 -0.872 0.250
H 0.638 -1.035 -1.409
H -0.710 -0.323 -0.665
```



Run ii
Molecular formula: C4H12NO
Method: DFT, wB97M-V/def2-TZVPD

Calculated values
LUMO energy: -0.326 hartree
molar mass: 90.15 g/mol
HOMO: -15.0 eV
total charge: +1

```
18
C4H12NO wB97M-V/def2-TZVPD
O -3.588 0.156 0.391
C -2.365 0.373 -0.228
C -1.604 -1.012 -0.063
N -0.322 -0.899 -0.576
C 2.859 0.608 -0.326
C 2.117 0.409 1.000
H -4.324 0.169 -0.237
H -2.382 0.648 -1.284
H -1.818 1.156 0.301
H -1.010 -1.117 0.902
H -2.317 -1.761 -0.389
H 2.822 -0.328 -0.898
H -0.130 -1.723 -1.186
H 3.895 0.937 -0.268
H 2.357 1.338 -0.975
H 1.062 0.258 0.734
H 2.567 -0.478 1.447
H 2.184 1.266 1.654
```



Run iii
Molecular formula: C4H12NO
Method: DFT, wB97M-V/def2-TZVPD

Calculated values
LUMO energy: -0.140 hartree
molar mass: 90.15 g/mol
HOMO: -15.8 eV
total charge: +1
SMILES string: CO[N+](C)(C)C

```
18
C4H12NO wB97M-V/def2-TZVPD
C -1.223 1.298 -0.042
C -0.567 -0.693 -1.259
C -0.555 -0.578 1.230
C 2.108 -0.118 -0.001
N -0.414 0.097 -0.024
O 1.028 0.757 -0.054
H -0.959 1.898 0.940
H -1.071 1.821 -0.953
H -2.314 1.155 0.073
H -1.544 -1.087 -1.279
H -0.376 0.079 -2.113
H 0.149 -1.460 -1.080
H -0.182 -1.597 1.075
H 0.088 -0.030 1.905
H -1.621 -0.545 1.463
H 2.239 -0.760 -0.891
H 2.116 -0.572 1.088
H 3.097 0.336 -0.079
```



Least stable: run ii



Run i
Molecular formula: C4H12NO
Method: DFT, wB97M-V/def2-TZVPD

Calculated values
LUMO energy: -0.118 hartree
molar mass: 90.15 g/mol
HOMO: -14.6 eV
total charge: +1

```
18
C4H12NO wB97M-V/def2-TZVPD
C 0.042 2.011 -0.370
C -0.423 0.920 -1.271
C -1.203 1.011 -2.333
N 0.110 -0.419 -0.921
H -0.521 2.916 -0.581
H -0.205 1.746 0.662
H 1.107 2.231 -0.429
H -1.477 0.138 -2.914
H -1.616 1.967 -2.617
H -0.112 -0.660 0.075
H 1.135 -0.427 -0.974
H -0.271 -1.150 -1.517
C 0.905 -1.874 2.220
O -0.214 -1.203 1.642
H 0.633 -2.849 2.624
H 1.614 -2.069 1.416
H 1.400 -1.275 2.982
H -0.905 -1.013 2.306
```



Run ii
Molecular formula: C4H12NO
Method: DFT, wB97M-V/def2-TZVPD

Calculated values
LUMO energy: -0.182 hartree
molar mass: 90.15 g/mol
HOMO: -15.3 eV
total charge: +1

```
18
C4H12NO wB97M-V/def2-TZVPD
C -2.271 -1.655 0.079
C -1.829 -0.293 -0.198
C -0.469 -0.039 0.499
C 0.934 0.989 -1.086
N 0.341 1.074 0.023
H -1.801 -2.235 -0.789
H -3.366 -1.583 -0.037
H -2.108 -2.221 1.035
H -2.640 0.513 0.176
H -1.528 -0.133 -1.275
H 0.094 -1.004 0.210
H -0.483 0.135 1.659
H 0.625 0.280 -1.922
H 1.773 1.514 -1.422
H 0.788 1.520 0.867
H 2.954 -0.727 0.457
H 2.943 0.635 1.348
O 2.771 0.222 0.471
```



Least stable: run ii